The following is a quantum chemistry calculation of one molecule with the formula C3H4N4, from the Open Molecules 2025 dataset.

Last column: Mulliken charge in e.
Geometry (Å):
N 2.0348 -0.2178 -0.4839  -0.372
C 0.6836 -0.2628 -0.3601  0.260
C 0.1861 0.6635 0.5490  -0.121
N -1.1063 0.8007 0.8492  -0.459
C -2.0469 0.0682 0.3333  -0.076
N -1.8438 -0.9358 -0.5753  -0.074
N -0.8291 -1.3413 -1.0749  -0.186
H 2.5666 0.4371 0.0978  0.186
H 2.6007 -0.7799 -1.0966  0.211
H 0.8526 1.3537 1.0896  0.241
H -3.0778 0.2228 0.6157  0.390

Output
Charge ... 0
Spin multiplicity ... 1
Energy above the lowest of the compared OMol25 structures with the same formula, charge and spin ... 104.2 kcal/mol
F_max ... 2.490 eV/A
HOMO level ... -8.27 eV
Total energy ... -9132.33783 eV